## one
A 2-piece molecular cluster, CH4N2OS overall. Source: the OMol25 dataset; level of theory: wB97M-V/def2-TZVPD.

Its LUMO energy (alpha / beta) is -0.0462 / -0.0011 hartree. The value obtained for the highest occupied orbital energy (alpha / beta) is -7.52 / -8.39 eV. Its HOMO-LUMO gap (alpha / beta) is 6.262 / 8.362 eV.

Each line ends with the Löwdin charge.
Cartesian coordinates (Å):
H 1.93938 0.69705 -0.70124  0.068
C 1.13488 0.69916 -1.43685  -0.099
H -0.00459 -0.20886 2.21517  0.040
O -1.30418 -0.47092 0.62715  -0.689
N -0.71743 -0.83146 1.83808  -0.131
N 0.62264 0.28982 -2.40506  0.088
H 0.92026 -0.48511 -2.99981  0.097
H -1.44036 -0.96044 2.59779  0.093
S -1.15062 1.27077 0.26477  0.533

## two
A 2-piece molecular cluster, CH4N2OS overall. Source: the OMol25 dataset; level of theory: wB97M-V/def2-TZVPD.

Its LUMO energy (alpha / beta) is -0.0115 / -0.0116 hartree. The value obtained for the highest occupied orbital energy (alpha / beta) is -8.77 / -8.76 eV. Its HOMO-LUMO gap (alpha / beta) is 8.452 / 8.448 eV.

Each line ends with the Löwdin charge.
Cartesian coordinates (Å):
N -0.40572 0.70007 -0.91584  -0.064
O -2.03756 1.22253 3.23173  -0.619
C 0.08293 0.56591 1.98443  -0.283
H -1.34975 0.51053 -0.95334  0.054
S -1.48989 0.89726 1.86972  0.796
N 0.56024 0.24353 -0.15113  -0.037
H -0.15328 1.62743 -1.06086  0.076
H 0.81422 0.64817 2.84276  0.038
H 0.79856 -0.69966 -0.24397  0.040

## three
One molecule with the formula CH4N2OS. Source: the OMol25 dataset; level of theory: wB97M-V/def2-TZVPD.

Its LUMO energy is 0.0227 hartree. As for the SMILES: NC(=S)NO. The value obtained for the highest occupied orbital energy is -8.72 eV. Its HOMO-LUMO gap is 9.337 eV.

Each line ends with the Löwdin charge.
Cartesian coordinates (Å):
H -1.56392 -0.20260 -0.56396  0.145
O -1.14901 1.62579 -0.68998  -0.021
C 0.35641 0.00826 0.17903  -0.884
H -0.17877 -1.97584 0.36055  0.102
H 1.43297 -1.63629 0.66893  0.093
N -0.76420 0.34691 -0.40493  -0.080
H -0.29699 2.03872 -0.36860  0.033
S 1.56903 1.13839 0.66535  0.555
N 0.59449 -1.34336 0.15361  0.057

## four
One molecule with the formula CH4N2OS. Source: the OMol25 dataset; level of theory: wB97M-V/def2-TZVPD.

Its LUMO energy is 0.0158 hartree. As for the SMILES: NC(=S)NO. The value obtained for the highest occupied orbital energy is -8.42 eV. Its HOMO-LUMO gap is 8.853 eV.

Each line ends with the Löwdin charge.
Cartesian coordinates (Å):
H 0.53820 -2.02150 -0.51036  0.108
S 1.30828 0.44413 -0.96476  0.657
C 0.16798 -0.18523 -0.06597  -1.073
H -0.86732 -1.77542 0.65970  0.120
H -1.99834 0.43550 1.99895  0.183
N -0.03092 -1.46969 0.14096  0.095
O -1.82030 0.13646 0.98888  -0.102
N -0.59185 0.70340 0.63838  -0.095
H -0.69109 1.63916 0.31729  0.107

Structures ranked by computed energy, the most stable listed first: three, four, two, one.

## one
One molecule with the formula C5H9B. Source: the OMol25 dataset; level of theory: wB97M-V/def2-TZVPD.

Its LUMO energy is 0.0248 hartree. As for the SMILES: CB1CC=CC1. The value obtained for the highest occupied orbital energy is -8.84 eV. Its HOMO-LUMO gap is 9.518 eV.

Each line ends with the Löwdin charge.
Cartesian coordinates (Å):
H -0.17525 1.75495 -1.23660  0.069
H -2.53032 -1.10329 0.43062  0.058
C 2.14712 0.02090 -0.01924  -0.024
H 2.72492 -0.77521 0.48636  0.072
C -0.36720 1.25857 -0.34732  -0.095
B 0.61272 -0.10225 -0.09557  -0.260
H -0.25712 -2.32949 -0.14327  0.132
H -0.04602 1.78528 0.49002  0.076
H -2.65281 1.28388 -0.40038  0.115
H 2.31055 0.97976 0.41280  0.054
C -1.71583 -0.63086 0.11737  -0.163
C -0.37252 -1.24421 0.21495  -0.111
H -0.48004 -1.50206 1.31110  0.133
C -1.74565 0.64479 -0.21690  -0.116
H 2.54744 -0.04077 -1.00394  0.058

## two
C5H9B as an isolated structure. Source: the OMol25 dataset; level of theory: wB97M-V/def2-TZVPD.

Its LUMO energy is 0.0266 hartree. The value obtained for the highest occupied orbital energy is -9.40 eV. Its HOMO-LUMO gap is 10.122 eV.

Each line ends with the Löwdin charge.
Cartesian coordinates (Å):
C -1.63363 0.07876 -0.46869  -0.189
C -1.23407 -1.19205 0.26610  -0.098
B 0.05461 -0.34199 0.54073  -0.318
H -0.19950 1.68325 -0.12098  0.095
H -1.09321 -0.00307 -1.40851  0.111
H -1.21107 -2.12811 -0.28715  0.089
C -0.77628 0.95763 0.43954  -0.095
H -1.12953 1.59669 1.20103  0.089
H 2.00751 0.04601 1.40835  0.104
C 2.42287 0.12332 -0.59975  -0.014
H 3.40033 0.56173 -0.27500  0.068
H -1.84344 -1.31252 1.16061  0.103
H 2.33273 -0.06775 -1.60653  0.022
H -2.69206 0.19108 -0.64982  0.111
C 1.59473 -0.19299 0.40006  -0.078

## three
One molecule with the formula C5H9B. Source: the OMol25 dataset; level of theory: wB97M-V/def2-TZVPD.

Its LUMO energy is 0.0277 hartree. As for the SMILES: CB(C)C1C=C1. The value obtained for the highest occupied orbital energy is -8.78 eV. Its HOMO-LUMO gap is 9.536 eV.

Each line ends with the Löwdin charge.
Cartesian coordinates (Å):
H 0.26649 -2.16825 2.16121  0.086
H -0.95266 -0.73559 -1.86236  0.094
H 2.14468 -2.23077 -0.48862  0.117
H -1.18312 2.25423 -0.40372  0.066
C -1.10050 -0.70984 -0.71518  -0.042
B -0.06194 0.29624 -0.12437  -0.446
H 0.71824 2.30795 -0.75913  0.113
H -0.69438 -1.70839 -0.31751  0.060
C 0.80617 -1.75142 1.36587  -0.008
H -2.20909 -0.48577 -0.66968  0.077
C 1.06620 -0.37847 0.73436  -0.245
H 0.07644 2.24724 0.93663  0.065
H 1.71308 0.47697 1.41270  0.156
C -0.16834 1.84682 -0.09318  -0.064
C 1.71088 -1.68049 0.37458  -0.029

Structures ranked by computed energy, the most stable listed first: one, two, three.